{"formula": "C19H35MgNO2P2", "method": "ωB97M-V with the def2-TZVPD basis set", "species": ["P", "P", "C", "C", "H", "H", "H", "H", "C", "H", "H", "H", "C", "H", "H", "H", "C", "H", "H", "H", "C", "H", "H", "H", "Mg", "C", "C", "C", "C", "C", "C", "C", "C", "C", "H", "H", "H", "H", "H", "H", "H", "H", "H", "H", "H", "H", "H", "H", "H", "O", "C", "C", "C", "C", "O", "N", "H", "H", "H", "H"], "positions_angstrom": [[-0.92107, -0.13173, -1.67995], [-2.26815, 0.00574, 1.31384], [-2.45896, -1.12799, -1.17693], [-3.35914, -0.46755, -0.12904], [-2.01287, -2.03282, -0.73550], [-3.01789, -1.43617, -2.06986], [-3.81787, 0.45707, -0.51121], [-4.16539, -1.13528, 0.20059], [-1.94698, -1.65049, 2.04845], [-1.46718, -1.43686, 3.01527], [-1.26434, -2.25918, 1.43571], [-2.87674, -2.21906, 2.23214], [-3.39024, 0.67273, 2.56616], [-3.82217, -0.16530, 3.12500], [-4.17576, 1.22294, 2.04186], [-2.87422, 1.38333, 3.22827], [-0.29584, -1.64566, -2.66835], [0.48094, -1.37356, -3.40086], [-1.13440, -2.08933, -3.23777], [0.13707, -2.42246, -2.01773], [-1.40668, 0.72480, -3.25856], [-2.39404, 1.21140, -3.21663], [-1.33871, -0.01988, -4.06960], [-0.67238, 1.51410, -3.48343], [-1.38467, 1.74337, 0.05809], [1.49800, -2.28816, 0.74737], [1.59431, -3.43997, 0.07191], [2.80714, -3.96386, -0.65760], [3.68340, -2.88253, -1.33039], [2.92239, -1.96969, -2.21405], [2.50676, -0.74578, -1.86155], [2.47976, -0.16927, -0.46882], [2.46284, -1.12839, 0.77090], [-1.58034, 3.25316, -1.51646], [0.69344, -2.19240, 1.50801], [0.75591, -4.15831, 0.08087], [2.42001, -4.63437, -1.44296], [3.42626, -4.60256, 0.00744], [4.15196, -2.34476, -0.51349], [4.46662, -3.33410, -1.95490], [2.78081, -2.34003, -3.22456], [2.19232, -0.06394, -2.63736], [1.61554, 0.52236, -0.37630], [3.37663, 0.46511, -0.37264], [3.50398, -1.38822, 1.00198], [2.14491, -0.48820, 1.60254], [-1.76554, 4.19208, -0.96601], [-2.36595, 3.05501, -2.26804], [-0.59728, 3.33720, -2.01321], [-1.84011, 3.40294, 1.62077], [-0.65145, 3.38570, 2.00814], [0.01335, 4.29060, 3.05152], [1.47263, 3.90214, 2.98921], [1.49320, 2.69649, 2.05332], [2.50055, 1.99434, 1.82413], [0.24779, 2.51873, 1.47179], [-0.16281, 5.33726, 2.78143], [-0.36847, 4.11973, 4.06621], [2.09818, 4.70328, 2.58112], [1.87094, 3.63625, 3.96976]], "mulliken_charge": [1.21, 1.12, -1.01, -1.33, 0.37, 0.51, 0.42, 0.50, -1.42, 0.45, 0.17, 0.45, -1.30, 0.47, 0.39, 0.31, -1.66, 0.47, 0.59, 0.20, -1.45, 0.29, 0.44, 0.30, 1.12, 0.23, -0.79, -0.71, -0.91, -0.48, -0.74, 0.44, -1.25, -1.39, 0.47, 0.35, 0.33, 0.39, 0.28, 0.45, 0.41, 0.70, -0.61, 0.47, 0.45, 0.44, 0.32, 0.32, 0.32, -0.70, 0.56, -0.53, -0.57, 0.08, -0.66, -0.33, 0.26, 0.23, 0.25, 0.29], "total_charge": 0, "de_lowest_ev": 0.000, "homo_lumo_gap_ha": 0.295, "spin_multiplicity": 1, "homo_energy_ev": -7.59}